# 1
Below is a single C2H3ClF2N2 molecule, with properties calculated with ωB97M-V/def2-TZVPD.

Each line ends with the natural charge from an NBO analysis.
Positions of all 10 atoms, in Å:
H (2.0892, -0.4577, 0.4131)  0.35
N (1.7094, 0.3114, -0.1172)  -0.64
C (0.4101, 0.2764, -0.1081)  0.31
N (-0.3052, 1.2434, -0.7590)  -0.79
C (-0.4148, -0.7304, 0.5611)  0.61
F (0.3480, -1.4456, 1.4881)  -0.33
F (-1.4028, -0.1423, 1.3117)  -0.32
Cl (-1.2557, -1.8651, -0.5030)  0.00
H (0.1367, 1.7021, -1.5262)  0.41
H (-1.3149, 1.1076, -0.7605)  0.40

Forces on atoms 1 to 2 (eV/Å):
H 0.1 -0.3 0.2
N -2.1 -0.1 0.0

Values from the calculation:
* orbital gap: 0.389 Eh
* E: -847.44764 hartree
* LUMO level: 0.64 eV
* energy relative to the best compared isomer or geometry (same formula, charge and spin): 0.0 kcal per mole
* HOMO energy: -9.94 eV


# 2
Below is a gas-phase ion, C4H5N4 (charge +1), with properties calculated with ωB97M-V/def2-TZVPD.

Each line ends with the natural charge from an NBO analysis.
Positions of all 13 atoms, in Å:
C (3.3279, -1.4818, -0.6136)  -0.06
C (2.3168, -0.6222, -0.5784)  -0.15
C (0.8873, 0.0060, -0.1742)  0.39
N (-0.2951, -0.8342, -0.5153)  -0.34
C (-1.3516, 0.0650, 0.0307)  0.57
N (-2.6323, -0.3762, -0.1053)  -0.89
N (-0.7885, 1.2863, 0.5976)  -0.34
N (0.5748, 1.2788, 0.4645)  -0.34
H (4.2213, -2.2190, -0.5118)  0.31
H (-3.0882, -0.9828, 0.6047)  0.45
H (-3.1266, -0.1496, -0.9967)  0.45
H (-1.3355, 2.0589, 1.0320)  0.47
H (1.2896, 1.9709, 0.7659)  0.48

Forces on atoms 1 to 2 (eV/Å):
C -5.5 4.6 0.9
C 3.2 -3.8 1.4

Values from the calculation:
* orbital gap: 0.339 Eh
* E: -373.98270 hartree
* LUMO level: -4.85 eV
* energy relative to the best compared isomer or geometry (same formula, charge and spin): 107.1 kcal per mole
* HOMO energy: -14.06 eV
* charge: +1


# 3
Below is 2 unconnected molecules or ions with the total composition C5H4N2O, with properties calculated with ωB97M-V/def2-TZVPD.

Each line ends with the natural charge from an NBO analysis.
Positions of all 12 atoms, in Å:
C (0.1703, 0.1722, 0.2722)  0.04
C (0.4952, 0.6613, -1.2288)  -0.25
C (-0.2885, 0.3946, -2.3101)  -0.30
C (1.2868, -0.2813, 1.1522)  0.25
C (-1.1085, -0.7224, 0.2147)  0.28
H (-0.3478, 2.2464, 0.0286)  0.48
H (1.4890, 1.0874, -1.3056)  0.24
H (-0.0041, 0.6625, -3.2624)  0.20
H (-1.2662, -0.1458, -2.4639)  0.24
N (2.0922, -1.0350, 1.6212)  -0.23
N (-2.0902, -1.2002, -0.2083)  -0.30
O (-0.4020, 1.3063, 1.0639)  -0.65

Forces on atoms 1 to 2 (eV/Å):
C -2.9 1.7 0.4
C -1.1 -2.1 0.6

Values from the calculation:
* orbital gap: 0.381 Eh
* E: -377.48197 hartree
* LUMO level: -0.99 eV
* energy relative to the best compared isomer or geometry (same formula, charge and spin): 114.3 kcal per mole
* HOMO energy: -11.36 eV


# 4
Below is a molecular structure, C12H32B2CdF8O12S4, with properties calculated with ωB97M-V/def2-TZVPD.

Each line ends with the Löwdin charge.
Positions of all 71 atoms, in Å:
Cd (-15.7455, 3.5256, 11.8278)  1.57
B (-18.5686, 3.6421, 10.3248)  -1.19
F (-17.8206, 4.9087, 10.3351)  0.03
F (-17.7115, 2.7493, 11.0849)  -0.01
F (-19.8172, 3.7690, 10.7745)  0.22
F (-18.6276, 3.1141, 9.0060)  0.09
B (-16.6334, 5.0419, 14.4159)  -1.26
F (-17.6213, 5.2693, 13.4800)  0.14
F (-16.9439, 4.9807, 15.7050)  0.23
F (-16.0687, 3.7896, 13.9394)  -0.01
F (-15.5855, 6.0157, 14.1833)  0.05
O (-13.5503, 3.3567, 12.6052)  -0.35
S (-12.5406, 3.3650, 13.5784)  0.57
O (-12.0149, 2.1346, 14.0450)  -0.24
O (-11.2553, 4.1117, 12.8710)  -0.25
C (-11.4752, 5.2540, 11.9204)  -0.19
C (-11.8453, 6.5643, 12.6544)  -0.06
C (-13.0223, 4.3596, 14.8747)  -0.13
H (-12.3062, 5.0639, 11.2392)  0.09
H (-10.5399, 5.3257, 11.3331)  0.13
H (-12.9105, 6.6393, 12.7935)  0.06
H (-11.6897, 7.3669, 11.9497)  0.08
H (-11.1853, 6.7346, 13.5170)  0.09
H (-12.1390, 4.6767, 15.4718)  0.11
H (-13.6761, 4.0430, 15.6597)  0.09
H (-13.5358, 5.1959, 14.3937)  0.05
O (-12.9871, 3.4088, 8.6087)  -0.28
S (-13.8401, 2.3152, 9.0504)  0.60
O (-14.9215, 2.6154, 9.9512)  -0.37
O (-14.4853, 1.6313, 7.7582)  -0.23
C (-13.8202, 1.9544, 6.4624)  -0.23
C (-14.7670, 1.6157, 5.3959)  -0.07
C (-12.8742, 1.1028, 9.8057)  -0.11
H (-12.8889, 1.4146, 6.4655)  0.12
H (-13.5039, 2.9708, 6.5074)  0.10
H (-15.7385, 2.1190, 5.4862)  0.09
H (-15.0413, 0.5618, 5.3510)  0.09
H (-14.4039, 1.8143, 4.3891)  0.09
H (-11.8868, 1.0424, 9.3331)  0.09
H (-13.3432, 0.1514, 9.5979)  0.06
H (-12.8331, 1.3499, 10.8711)  0.08
O (-15.1538, 5.8230, 11.0819)  -0.35
S (-15.6180, 7.0154, 10.3970)  0.56
O (-14.6885, 8.0920, 10.3817)  -0.25
O (-16.1008, 6.6921, 8.9360)  -0.26
C (-15.5475, 5.6074, 8.1403)  -0.24
C (-16.5804, 5.2115, 7.1040)  -0.04
C (-17.0787, 7.5590, 11.0567)  -0.11
H (-15.3316, 4.7447, 8.8133)  0.08
H (-14.5540, 5.9990, 7.7623)  0.14
H (-17.4510, 4.8883, 7.6938)  0.08
H (-16.1715, 4.4352, 6.4563)  0.07
H (-16.8716, 6.1319, 6.5758)  0.09
H (-17.7466, 6.7682, 11.3289)  0.06
H (-17.4330, 8.3584, 10.4269)  0.09
H (-16.6917, 7.9438, 11.9957)  0.09
O (-16.4407, 1.0480, 12.5313)  -0.33
S (-16.6032, -0.0683, 11.6146)  0.57
O (-15.5487, -0.2539, 10.6724)  -0.27
O (-16.7754, -1.4105, 12.3771)  -0.26
C (-15.9156, -1.7209, 13.4934)  -0.25
C (-15.9743, -3.2157, 13.5828)  -0.07
C (-18.1874, -0.1050, 10.9293)  -0.09
H (-16.4249, -1.3942, 14.3753)  0.11
H (-14.8814, -1.3093, 13.5009)  0.14
H (-16.9848, -3.5430, 13.7369)  0.08
H (-15.4027, -3.4412, 14.5133)  0.10
H (-15.5017, -3.6485, 12.6905)  0.09
H (-18.7140, -0.1896, 11.8802)  0.09
H (-18.3942, -0.9552, 10.3278)  0.08
H (-18.4432, 0.8354, 10.4267)  0.08

Forces on atoms 1 to 2 (eV/Å):
Cd -0.3 0.5 -0.2
B 1.0 0.8 -2.0

Values from the calculation:
* orbital gap: 0.406 Eh
* E: -3988.84920 hartree
* LUMO level: 0.08 eV
* energy relative to the best compared isomer or geometry (same formula, charge and spin): 1.1 kcal per mole
* HOMO energy: -10.98 eV


# 5
Below is a molecular structure, C28H39N7O7P2Rb, with properties calculated with ωB97M-V/def2-TZVPD.

Each line ends with the Löwdin charge.
Positions of all 84 atoms, in Å:
Rb (0.5991, 0.8156, 0.0360)  0.89
C (2.2650, 0.1803, 4.6123)  -0.06
C (2.2736, 0.6305, 3.2739)  -0.15
N (2.3101, -0.1960, 2.2553)  0.06
C (2.3069, -1.5382, 2.4678)  -0.18
C (2.2504, -2.0820, 3.7760)  -0.20
C (2.2561, -1.1626, 4.8525)  -0.05
C (2.1546, -3.4810, 3.9791)  -0.10
C (2.1355, -4.2986, 2.8718)  -0.13
C (2.2046, -3.7983, 1.5724)  -0.07
C (2.2784, -2.4156, 1.2941)  -0.26
N (2.2254, -1.8562, 0.0879)  0.06
C (2.6737, -2.4917, -1.0246)  -0.24
C (3.7331, -3.4009, -1.0575)  -0.05
C (4.2398, -3.9252, -2.2535)  -0.11
C (3.7157, -3.5761, -3.4693)  -0.09
C (2.6390, -2.6598, -3.5033)  -0.17
C (2.0557, -2.2361, -4.7209)  -0.03
C (1.0257, -1.3447, -4.7108)  -0.06
C (0.5517, -0.8791, -3.4650)  -0.15
N (1.0556, -1.2614, -2.3166)  0.07
C (2.1064, -2.1241, -2.3061)  -0.15
H (2.2503, 0.8989, 5.4217)  0.10
H (2.1952, 1.6888, 3.0405)  0.10
H (2.2382, -1.5475, 5.8675)  0.11
H (2.1286, -3.8808, 4.9860)  0.09
H (2.0616, -5.3734, 3.0079)  0.09
H (2.1624, -4.4872, 0.7393)  0.10
H (4.2010, -3.6781, -0.1218)  0.10
H (5.0742, -4.6169, -2.2066)  0.09
H (4.1087, -3.9746, -4.3968)  0.09
H (2.4503, -2.6278, -5.6525)  0.11
H (0.5695, -0.9906, -5.6262)  0.10
H (-0.2596, -0.1548, -3.4210)  0.07
N (-2.1328, -1.5706, -1.3456)  0.03
C (-3.1577, -1.7655, -2.3712)  -0.28
C (-3.2692, -0.6447, -3.4029)  -0.21
C (-3.7726, 0.6733, -2.8002)  -0.20
C (-3.0087, 1.8977, -3.2912)  -0.28
N (-1.6119, 1.7743, -2.8808)  0.01
H (-1.2030, -1.6873, -1.7375)  0.04
H (-2.1603, -0.6139, -0.9971)  0.03
H (-4.1277, -1.8867, -1.8721)  0.10
H (-2.9485, -2.7150, -2.8716)  0.10
H (-3.9330, -0.9660, -4.2131)  0.10
H (-2.2833, -0.4822, -3.8420)  0.08
H (-3.6711, 0.6619, -1.7100)  0.09
H (-4.8398, 0.7998, -3.0051)  0.11
H (-3.4959, 2.7938, -2.8847)  0.11
H (-3.0606, 1.9628, -4.3847)  0.10
H (-1.6006, 1.7487, -1.8594)  0.01
H (-1.0759, 2.5966, -3.1336)  0.07
O (-1.7585, 2.3609, 2.4863)  -0.20
P (-2.3772, 2.6896, 1.0160)  0.16
O (-3.8035, 3.0399, 1.1538)  -0.31
O (-1.9794, 1.5673, 0.0831)  -0.49
O (-1.4833, 4.0001, 0.6096)  -0.27
P (0.1420, 3.9870, 0.5182)  0.12
O (0.4659, 5.5554, 0.7336)  -0.13
O (0.5979, 3.5755, -0.8368)  -0.39
O (0.6368, 3.2237, 1.7210)  -0.39
H (-0.8097, 2.6564, 2.4599)  0.02
H (0.6520, 5.9287, -0.1344)  0.06
C (-3.5645, -1.1461, 2.9280)  -0.05
C (-2.7976, -0.9571, 1.6091)  -0.15
N (-1.3932, -1.3274, 1.7992)  -0.12
C (-1.2928, -2.7721, 1.9142)  -0.12
C (-2.2853, -3.2658, 2.9964)  -0.06
N (-2.7257, -2.0597, 3.7857)  -0.09
C (-1.5222, -1.2959, 4.2607)  -0.05
C (-0.8677, -0.6922, 3.0023)  -0.13
H (-4.5398, -1.6148, 2.7982)  0.13
H (-3.6782, -0.2130, 3.4796)  0.14
H (-2.8626, 0.0752, 1.2666)  0.09
H (-3.1982, -1.5985, 0.8255)  0.11
H (-0.2694, -3.0443, 2.1755)  0.11
H (-1.5341, -3.2187, 0.9496)  0.12
H (-1.8333, -3.9660, 3.6986)  0.13
H (-3.1893, -3.7056, 2.5751)  0.13
H (-3.2686, -2.3665, 4.5862)  0.18
H (-0.8699, -2.0070, 4.7705)  0.13
H (-1.8692, -0.5397, 4.9638)  0.13
H (0.1943, -0.8778, 3.0623)  0.08
H (-1.0494, 0.3799, 2.9395)  0.11

Forces on atoms 1 to 2 (eV/Å):
Rb 0.5 -0.6 -0.3
C 0.0 0.1 0.0

Values from the calculation:
* orbital gap: 0.184 Eh
* E: -2707.55274 hartree
* LUMO level: 1.25 eV
* energy relative to the best compared isomer or geometry (same formula, charge and spin): 26.2 kcal per mole
* HOMO energy: -3.75 eV
* charge: -1


# 6
Below is a molecular structure, C2H3BrO3S, with properties calculated with ωB97M-V/def2-TZVPD.

Each line ends with the natural charge from an NBO analysis.
Positions of all 10 atoms, in Å:
C (-0.8399, -0.3504, 0.7248)  -0.18
C (0.1441, -0.6194, -0.3773)  -0.45
O (0.4824, 2.0114, -1.1472)  -0.87
O (2.0163, 1.0614, 0.5077)  -0.88
O (-0.4889, 1.0001, 0.9723)  -0.66
S (0.7468, 1.0595, -0.1288)  2.31
Br (1.3580, -1.9917, -0.2980)  0.20
H (-1.8880, -0.4213, 0.4245)  0.22
H (-0.6763, -0.9625, 1.6209)  0.21
H (-0.8546, -0.7870, -2.2990)  0.12

Forces on atoms 1 to 2 (eV/Å):
C -0.9 -1.0 0.3
C -0.6 0.2 -1.6

Values from the calculation:
* orbital gap (spin up / spin down): 0.330 / 0.323 Eh
* E: -3275.73349 hartree
* LUMO level (spin up / spin down): -1.85 / -1.24 eV
* energy relative to the best compared isomer or geometry (same formula, charge and spin): 98.2 kcal per mole
* HOMO energy (spin up / spin down): -10.84 / -10.03 eV


# 7
Below is 2 unconnected molecules or ions with the total composition C2H7N3O2, with properties calculated with ωB97M-V/def2-TZVPD.

Each line ends with the natural charge from an NBO analysis.
Positions of all 14 atoms, in Å:
C (0.4170, -1.1594, 0.4171)  -0.44
C (0.1399, 1.3484, 0.7303)  -0.42
N (-1.5649, -0.3202, 1.3233)  -0.29
N (-0.3887, -0.0523, 0.8719)  -0.12
N (-2.8681, 0.1099, -0.3980)  0.44
O (-2.3079, 0.4752, -1.4147)  -0.45
O (-4.0585, 0.0030, -0.2784)  -0.39
H (1.4718, -0.9793, 0.8723)  0.21
H (0.0952, -2.0401, 0.8668)  0.20
H (0.3672, -1.3038, -0.7676)  0.23
H (1.2150, 1.2040, 0.7932)  0.21
H (-0.2464, 1.7675, -0.2142)  0.25
H (-0.1607, 1.9330, 1.6276)  0.23
H (-1.6380, -1.3045, 1.4568)  0.34

Forces on atoms 1 to 2 (eV/Å):
C 2.7 1.5 -2.1
C -1.0 -1.1 0.9

Values from the calculation:
* orbital gap (spin up / spin down): 0.269 / 0.308 Eh
* E: -394.94128 hartree
* LUMO level (spin up / spin down): -0.35 / 0.08 eV
* energy relative to the best compared isomer or geometry (same formula, charge and spin): 165.5 kcal per mole
* HOMO energy (spin up / spin down): -7.68 / -8.29 eV


# 8
Below is a single C5H5NOS molecule, with properties calculated with ωB97M-V/def2-TZVPD.

Each line ends with the natural charge from an NBO analysis.
Positions of all 13 atoms, in Å:
C (-2.8091, -0.6041, 0.0099)  -0.23
C (-1.6332, -0.3797, 0.0011)  -0.01
C (-0.2475, -0.0499, -0.0134)  -0.37
C (0.0998, 1.2924, -0.0013)  0.19
N (1.2987, 1.8527, -0.0053)  -0.74
C (0.7495, -1.1108, -0.0034)  0.27
O (0.1796, -2.3281, -0.0033)  -0.64
S (2.4106, -0.9959, 0.0030)  -0.24
H (-3.8163, -0.8716, 0.0104)  0.23
H (-0.7928, 2.0146, -0.0538)  0.22
H (1.4131, 2.8182, 0.0580)  0.40
H (2.1435, 1.3030, 0.0096)  0.43
H (1.0041, -2.9408, -0.0115)  0.50

Forces on atoms 1 to 2 (eV/Å):
C 0.6 0.0 0.0
C 0.1 0.1 -0.1

Values from the calculation:
* orbital gap: 0.310 Eh
* E: -721.63919 hartree
* LUMO level: 0.19 eV
* energy relative to the best compared isomer or geometry (same formula, charge and spin): 50.5 kcal per mole
* HOMO energy: -8.24 eV


# 9
Below is a molecular structure, C3H11N3O2, with properties calculated with ωB97M-V/def2-TZVPD.

Each line ends with the natural charge from an NBO analysis.
Positions of all 19 atoms, in Å:
C (0.8409, -1.1153, 0.7180)  -0.79
C (0.8081, -2.2292, -0.3181)  -0.61
C (0.7254, 0.7913, -0.4931)  0.92
O (1.4905, 1.6274, 0.2279)  -0.69
O (0.8921, 0.5195, -1.6525)  -0.61
H (0.9789, 1.9114, 1.0085)  0.51
H (1.8653, -0.8293, 0.9523)  0.22
H (0.4369, -1.4484, 1.6841)  0.21
H (1.3792, -3.1056, 0.0008)  0.20
H (1.2599, -1.8887, -1.2514)  0.22
H (-0.2131, -2.5694, -0.5159)  0.19
N (-0.8102, 0.8559, 0.0320)  -0.27
N (-1.7756, 0.7752, -1.0124)  -0.68
N (-1.0414, 1.9097, 0.9540)  -0.68
H (-0.2508, -0.2984, 0.5288)  0.37
H (-2.1917, -0.1496, -0.9867)  0.36
H (-1.3290, 2.7424, 0.4437)  0.36
H (-1.7990, 1.6421, 1.5747)  0.37
H (-1.2665, 0.8588, -1.8948)  0.38

Forces on atoms 1 to 2 (eV/Å):
C -1.6 -0.2 0.2
C 0.2 -0.2 0.2

Values from the calculation:
* orbital gap: 0.335 Eh
* E: -435.50124 hartree
* LUMO level: 0.72 eV
* energy relative to the best compared isomer or geometry (same formula, charge and spin): 118.6 kcal per mole
* HOMO energy: -8.38 eV